Entry 1:
The following is a DFT calculation (the ωB97M-V functional and the def2-TZVPD basis) of C32H23N5S2V as an isolated structure at a distorted geometry.

Structure (XYZ):
```
63
Properties=species:S:1:pos:R:3:forces:R:3
V 0.93993 -0.80203 -0.07538 -0.1325 1.6581 -1.3039
S -0.83777 2.26017 0.64412 -0.2958 0.8725 0.0499
S 3.66963 -2.82293 -2.88498 -0.3531 0.3077 0.4108
N -0.31267 -1.90873 0.81882 -2.3169 -1.4105 1.7769
N -0.85317 0.59517 0.64002 -0.4257 -1.4388 -0.0225
N 0.07413 -1.48183 -1.79528 -0.3439 -0.4387 -1.2308
N 1.84553 -0.01053 1.46442 0.9649 0.8561 1.7341
N -2.98877 0.39157 1.62282 0.2768 -0.7313 0.1395
C -0.78227 -2.42903 -4.26578 0.0418 0.1079 0.2692
C 1.24623 1.36697 -2.28148 0.0193 0.1968 -0.1847
C 2.20203 1.71027 -0.11308 0.0284 0.2308 -0.7427
C -1.81977 -0.12033 1.11642 0.0475 1.4419 -0.1288
C 0.06923 -3.17543 1.00262 0.2306 -0.5939 0.0105
C 2.55263 -1.53853 -0.90248 0.6221 -0.9917 -0.7765
C -4.36667 4.23807 0.75532 0.0523 0.1066 -0.0008
C 1.43013 0.91867 -0.98158 0.3158 0.7868 -0.1005
C 2.67243 3.26397 -1.88518 0.0337 0.0931 0.0014
C -3.02367 3.93257 0.57432 -0.0651 -0.1720 -0.0039
C 2.25323 1.25827 1.27172 0.2148 0.4391 0.2627
C 2.15443 0.25747 3.81522 0.0179 -0.1339 -0.0711
C 3.92443 -1.66423 -0.59758 0.4031 -0.1101 -0.0670
C 0.52673 -2.60503 -3.87148 -0.0052 0.1515 0.2144
C 4.63303 -2.32403 -1.55628 -0.0248 -0.0389 -0.1208
C -1.65607 -1.76263 -3.41128 0.0209 -0.0503 0.0055
C 2.52163 1.58587 3.63202 -0.0329 -0.0442 -0.2879
C -2.56677 2.66417 0.87252 0.3678 -0.5029 0.0790
C 2.84073 2.86357 -0.57408 -0.0592 -0.0527 0.2321
C 1.85773 2.52877 -2.73588 -0.1469 -0.1140 -0.0089
C 2.27073 -2.13273 -2.11948 0.9381 -0.2350 0.2394
C -5.23687 3.27847 1.23432 -0.0285 -0.0437 -0.0036
C -3.44027 1.68927 1.34672 -0.2709 0.7085 -0.2370
C -2.10037 -3.81153 1.76432 0.5521 -0.1728 -0.0586
C 0.93493 -2.09993 -2.63378 -0.3202 -0.1087 -0.4792
C -1.56747 -1.55073 1.16552 -0.2488 -1.1860 0.2363
C -2.50077 -2.50563 1.58542 0.2701 0.5283 -0.1851
C 2.58413 2.08637 2.34602 0.0419 -0.2617 0.1063
C -4.77757 2.00227 1.52672 0.2120 -0.0188 -0.0658
C -1.18557 -1.32383 -2.18828 -0.4533 -0.0091 -0.2481
C -0.76867 -4.14823 1.50062 -0.5173 0.0993 0.1521
C 1.83143 -0.49953 2.70462 0.0778 -0.0461 0.7060
H -3.52797 -2.22263 1.75572 -0.0497 -0.0164 0.1181
H 3.16743 4.15617 -2.24208 0.0265 0.0203 -0.0226
H 1.09843 -3.41483 0.73412 -0.1180 0.0814 -0.0340
H 2.74263 2.21847 4.47802 0.0512 0.0341 0.0731
H 1.70483 2.86237 -3.75438 0.0119 -0.0094 -0.0203
H -1.84247 -0.81403 -1.49298 0.0021 0.0355 -0.0579
H 2.85373 3.11477 2.16422 0.0106 0.0390 -0.0233
H -3.69587 -0.23923 1.96992 0.2432 0.0270 -0.0646
H -1.12497 -2.79603 -5.21908 -0.0321 -0.0475 -0.1393
H 2.11403 -0.17693 4.80242 -0.0183 -0.0674 0.0102
H -0.40657 -5.14803 1.68232 0.0671 -0.0393 -0.0937
H -5.45577 1.24567 1.89452 -0.1127 -0.0726 0.0324
H -4.72067 5.22717 0.51252 -0.0623 0.0969 0.0206
H -6.28177 3.50637 1.37202 -0.0923 0.0583 0.0250
H -2.79127 -4.55783 2.12292 -0.0892 -0.0591 -0.0107
H 1.54043 -1.54113 2.82332 -0.0131 0.1511 -0.0605
H 3.47583 3.44477 0.08052 0.0370 0.0585 0.0478
H 5.68143 -2.54643 -1.56178 0.2736 -0.0524 0.0000
H -2.68167 -1.59663 -3.69698 -0.1132 0.0452 0.0536
H -2.33377 4.67777 0.20662 0.0456 0.0604 -0.0751
H 0.61283 0.80717 -2.96128 0.0513 -0.0098 -0.0730
H 1.24333 -3.10683 -4.50278 0.0606 -0.0339 -0.0642
H 4.37803 -1.27463 0.30082 0.1113 0.0206 0.0606
```
Positions in Å, forces in eV/Å.

Its highest occupied orbital energy (spin up / spin down) is -10.104 / -10.182 eV. Its spin multiplicity is 3. As for the total charge: +1. Its expectation value of S² is 2.026. The value obtained for the molar mass is 592.6 g/mol. The energy above the lowest of the compared OMol25 structures with the same formula, charge and spin is 28.33 kJ/mol.

***

Entry 2:
The following is a DFT calculation (the ωB97M-V functional and the def2-TZVPD basis) of C49H37F5IN16O5STeY as an isolated structure at a distorted geometry.

Structure (XYZ):
```
116
Properties=species:S:1:pos:R:3:forces:R:3
I 3.88349 -1.78533 -0.08649 -0.1645 0.2869 0.0886
Te -2.09532 -0.09759 -3.31110 -0.0979 0.5143 -0.6396
Y 0.32087 -0.18993 -0.57877 -0.2924 -0.2620 0.1568
S -3.84694 0.50424 -0.80404 -0.1389 0.2465 -0.1761
F -0.43591 1.67975 -1.17041 0.0713 -0.4473 -0.1729
F -2.50211 -0.01157 -5.12956 -0.2691 -0.2302 0.2181
F -0.55882 0.77948 -3.86528 0.4008 0.2615 0.1023
F -2.80268 1.68665 -3.26722 0.2940 -1.4485 0.0125
F -3.55618 -1.27836 -3.26295 0.1386 0.2378 -0.3878
O -1.13890 -0.07330 1.01633 0.1400 0.2033 -0.1561
O -5.12111 -6.36555 2.09417 0.0763 -0.3305 -0.3624
O 0.78566 -1.70626 -4.20657 0.1629 0.2800 0.5257
O 4.77853 4.64755 0.05842 0.7284 0.7417 -0.1930
O -1.28371 -0.99277 -1.98131 0.0857 0.3777 0.3216
N 1.25216 -2.49580 -1.27629 -0.5018 -0.4536 0.4255
N 1.49990 1.27049 1.01423 -0.3437 0.3091 0.5384
N -2.36374 -2.15713 6.05485 0.4869 0.6176 -0.3001
N 1.18590 -4.63687 -5.91084 -0.0821 -0.0234 0.1449
N 2.59789 2.08430 -3.76129 -0.2420 -0.8029 0.2672
N 6.48736 5.80229 0.83281 0.1151 -0.1191 0.9010
N -6.24195 1.63074 -0.62335 0.3960 0.1675 0.9464
N 6.29969 6.18301 -0.47470 -0.5514 -0.5727 -0.2153
N 1.81046 2.23989 2.94649 -0.2085 -0.3052 -0.6647
N 0.08554 -2.29987 1.72784 -0.0580 -0.1238 -0.1000
N 3.46769 1.06179 -4.05867 -0.1022 0.7835 -0.1495
N -0.39920 -1.91388 -4.49454 -0.7451 0.6590 -0.0071
N -2.91868 -3.67368 -6.26652 0.3447 0.1943 0.5055
N 1.04540 3.10555 2.23711 -0.0170 -0.4280 -0.0125
N 2.14505 0.48858 -2.33781 -0.1794 -0.4342 0.0788
N -3.01494 -3.20105 6.13217 -0.1508 -0.0498 0.2964
C -7.94503 1.83846 -2.21249 -0.0591 -0.0580 -0.9798
C 1.80108 1.68181 -2.76096 0.2068 1.0565 -0.1486
C 0.62061 -3.44421 2.03424 0.1497 -0.7381 0.8101
C -4.03573 -6.12155 4.15799 0.3005 0.4664 0.1230
C 5.13581 6.49492 -3.17628 0.5246 0.5665 0.0298
C 2.08237 1.14366 2.20082 -0.2676 0.7795 0.5460
C 6.33837 4.18367 3.39738 -0.0847 0.1887 -0.0004
C 2.94998 -4.16531 -1.57749 -0.7315 -0.4873 -0.0545
C -5.73636 0.94836 -2.80452 -0.2929 -0.4136 -0.1627
C 5.59936 4.91744 1.14321 -0.2430 0.4029 -1.1415
C 3.15689 0.14006 -3.19495 0.2394 -0.3342 0.2816
C 3.73093 3.31805 3.95914 0.3085 0.5059 -0.6103
C 4.65032 6.47643 -4.46882 -0.6725 -0.5048 -0.2259
C -0.66445 -2.95416 -5.25698 -0.2208 -1.0639 -0.1635
C -3.53384 -5.29487 5.15827 -0.1390 -0.8059 0.0034
C -7.51574 1.98193 -0.94688 -0.1153 0.5891 0.4394
C 3.39985 4.45339 -4.01590 -0.1372 -0.3851 -0.5069
C 6.02303 3.67691 4.64210 -0.5205 0.2270 -0.3673
C 3.77295 5.46354 -4.88962 0.6630 0.5214 0.3134
C 0.70464 -4.65549 -2.21320 0.5852 0.6222 0.4517
C 4.72288 3.26032 4.92186 0.3600 -0.2214 -0.0161
C 0.84020 2.48642 1.10499 0.7528 0.3153 -0.1499
C 4.76948 5.47741 -2.29979 -0.3111 0.1346 0.5481
C -4.57517 -5.53981 3.00587 -0.2438 0.1766 0.4642
C 2.03784 -5.04545 -2.12377 -0.5109 0.3635 -0.4607
C -5.30789 1.06137 -1.44836 -0.0590 -0.1710 -0.1994
C 2.37759 2.72885 4.18578 -0.2204 -0.3746 0.1555
C 0.36676 -3.88660 -5.60692 0.3392 0.2631 -0.1265
C -1.09934 -2.31829 3.88396 -0.2686 -0.3509 -0.1470
C 2.47306 -2.95117 -1.12131 1.1864 0.1663 0.0056
C -5.91339 -5.76823 1.07556 -0.3236 -0.8213 0.4022
C -1.95705 -3.31479 -5.73451 -0.5832 0.2537 -0.4091
C -0.79025 -1.76226 2.63277 0.4677 0.5285 -0.6430
C 3.88781 4.48078 -2.72604 0.5547 0.0386 0.4926
C 5.29779 5.49125 -0.91393 -0.0532 -0.5274 0.1875
C -2.21403 -0.29214 4.51283 -0.4478 -0.2783 -0.0934
C -7.01415 1.29935 -3.14948 0.0276 0.0074 -0.0908
C 5.32192 4.29484 2.44791 0.2590 0.2760 -0.5581
C -1.96240 0.22920 3.22570 0.0538 0.2092 0.0491
C -4.62885 -4.15520 2.87248 0.5126 0.4047 0.5692
C 4.02745 3.87856 2.71595 0.5760 -0.0092 0.4822
C -3.51855 -3.91370 5.00896 0.0980 0.3187 -0.7805
C 2.51838 3.31825 -4.53520 -0.5462 -0.0162 1.0080
C -0.54481 -3.58633 4.14320 0.4088 -0.4676 0.4273
C -1.93159 -1.60669 4.78418 0.1048 -0.0848 0.3492
C -4.04484 -3.33010 3.84292 -0.4880 -0.8887 0.0624
C 0.36903 -3.37784 -1.77486 -1.1101 -0.2209 -0.5852
C -1.32510 -0.50034 2.22315 -0.3469 0.2307 0.8936
C 0.34079 -4.12252 3.26688 0.5308 -0.6615 -1.3910
H 3.96282 -4.48839 -1.50882 0.6125 0.2534 0.2528
H 0.97711 2.24805 -2.33901 0.2084 0.0608 -0.2454
H -5.91730 1.82529 0.32749 -0.1710 -0.2996 -0.4415
H -2.24474 1.23849 2.98478 -0.1830 0.2672 -0.0298
H 1.63177 3.40074 4.60245 0.1076 0.2296 -0.0155
H 0.81315 -5.11463 3.38027 -0.4050 0.6852 0.2806
H -8.13145 2.44054 -0.16337 0.4707 -0.3333 -0.2533
H 4.52025 2.83532 5.89155 -0.1571 -0.0862 0.1831
H 2.66131 0.31221 2.60346 -0.1935 0.2325 -0.4093
H 5.81664 7.31215 -2.88364 -0.4192 -0.6718 0.0709
H -5.36195 -5.05977 0.48041 0.2589 0.2406 -0.2751
H 1.45181 3.59314 -4.56338 0.3351 0.0962 0.2045
H 6.78243 3.63103 5.38947 0.3356 -0.1385 0.4473
H -3.15750 -5.75201 6.08654 -0.1674 0.4098 -0.4681
H -7.33610 1.14633 -4.17504 0.0544 0.0639 0.0838
H 7.34380 4.53402 3.18458 -0.1771 -0.0848 -0.1225
H -0.67876 -3.02769 -1.87102 0.9250 -0.2177 0.0925
H 3.67346 3.68680 -2.03440 -0.2395 -0.2524 0.1495
H -5.11869 -3.71343 2.01794 0.1426 0.1282 0.0519
H -2.75218 0.26233 5.29417 0.2585 -0.0131 -0.5312
H 4.93994 7.25495 -5.15808 0.0144 0.0326 -0.0777
H 2.48363 1.90941 4.87185 -0.1079 -0.5298 0.3544
H -8.93340 2.17601 -2.53874 0.4171 -0.2889 0.2983
H 0.30448 2.95973 0.28612 -0.0054 -0.5098 0.2984
H -0.76608 -4.13781 5.04843 -0.1044 0.1930 0.0774
H 3.28277 4.03117 1.95968 -0.3195 -0.1494 -0.1597
H 3.69656 -0.80677 -3.16781 -0.3620 0.3446 0.0183
H -5.07495 0.46508 -3.53116 -0.3934 0.4080 0.3860
H -6.77760 -5.29407 1.54300 -0.0860 0.1573 -0.1627
H -4.09068 -2.26245 3.68917 0.1000 0.0518 0.1553
H 3.43353 5.45093 -5.91056 -0.1320 0.0009 -0.2393
H -6.24359 -6.60330 0.45900 -0.0078 0.1701 -0.0405
H 2.38162 -5.97967 -2.53593 -0.0531 -0.2198 0.0404
H -0.03985 -5.29487 -2.63910 -0.3063 -0.1853 -0.1097
H 1.30936 -3.92873 1.33334 -0.1522 0.3491 0.0561
H 2.75633 3.04505 -5.53401 0.4811 -0.0628 -0.8856
H -4.02198 -7.19871 4.27785 -0.0884 0.0909 -0.1097
```
Positions in Å, forces in eV/Å.

Its highest occupied orbital energy is -7.374 eV. As for the total charge: 0. The value obtained for the molar mass is 1400.4 g/mol. The energy above the lowest of the compared OMol25 structures with the same formula, charge and spin is 177.31 kJ/mol.